123
Properties=species:S:1:pos:R:3:forces:R:3 method="wB97M-V/def2-TZVPD" smiles="NN[C@H](I)[C@@H](CCCCCCCCCCCCn1cccc1)OCCc1ccccc1.O=C1OCCO1.O=C1OCCO1.O=C1OCCO1.O=C1OCCO1.O=C1OCCO1" total_energy_ev=-88850.8386 homo_ev=-8.30
C 0.30263 -3.70977 -2.66750 0.067 -0.099 0.068
C 2.47976 3.77248 1.52153 -0.018 0.479 -0.601
C -7.27860 -2.84830 1.66456 0.120 -0.074 0.116
C 4.79070 1.46135 0.99518 0.463 -0.864 2.787
H 4.61145 -3.06574 -6.48580 0.535 -0.323 -0.160
H 2.25135 2.73794 1.69125 -0.396 -0.603 0.587
C -5.86932 -7.37370 0.45168 -0.004 -0.075 -0.131
I 0.59880 -0.08407 -1.36915 0.043 0.136 -0.236
H -0.35504 -3.39044 0.56539 0.158 -0.539 0.404
C 1.41825 -2.08512 -4.92408 -3.030 0.702 1.629
C 6.76224 -3.02528 3.00214 0.006 -0.055 -0.098
H -6.36307 -3.29114 2.04617 0.106 0.127 -0.058
H 4.73617 1.18616 -2.17679 0.118 -0.451 -0.671
H 0.12795 5.49077 0.96723 -0.017 0.310 0.635
C -0.70401 4.28056 -0.57407 -0.023 0.142 0.942
H -0.04003 3.77310 1.39742 -0.271 -0.105 0.592
H 4.92291 1.21484 2.01928 0.019 0.110 0.751
H -3.57971 -0.99205 -1.44226 0.032 -0.020 -0.474
H -5.18350 -9.10768 1.58329 -0.051 0.024 0.031
O 5.10279 2.18834 6.27830 -0.207 0.113 -0.047
H 3.30485 1.03856 4.44844 0.097 -0.053 0.048
H 3.61603 0.83566 6.82785 0.271 -0.053 -0.007
H 0.48661 -1.76210 -4.51208 -0.453 0.124 0.345
H -2.85754 -2.11285 1.08138 0.219 -0.272 0.587
H -2.25970 -3.35158 -0.72930 -0.358 -0.437 -0.231
C -2.32049 9.01137 -3.24558 0.070 0.121 0.018
H -1.10648 5.25167 -0.81974 -0.169 0.149 -0.457
C 3.72163 1.84130 6.43220 -0.095 -0.190 0.032
H 1.70791 0.20332 1.76860 -0.187 0.218 -0.111
H -4.10784 1.62917 -2.04309 -0.363 -0.240 -0.451
O 4.98520 -1.57982 3.17596 0.211 -0.088 0.063
C -3.52300 -0.73264 -0.39710 0.208 0.169 1.038
O 6.84363 -2.25993 4.21015 -0.071 -0.073 -0.076
H 5.17815 -2.82220 1.51682 -0.185 0.070 0.101
C -3.50499 0.79680 -0.20569 -0.143 -0.442 -0.628
C 4.68737 1.45628 -1.15222 0.798 -2.494 -3.799
H -2.84654 1.10221 0.58969 0.271 -0.155 0.491
H -3.91527 -8.33208 0.61853 0.124 0.125 0.119
C -1.27733 8.26126 -2.44199 0.116 0.090 0.060
O 6.20868 3.53112 4.85104 0.126 0.106 -0.098
H -1.42126 2.48630 0.30506 0.193 -0.586 0.049
O -8.04022 -0.73250 -0.88308 -0.018 0.161 -0.129
H 2.17769 5.02442 -0.18634 0.035 0.478 -0.220
O -3.62127 5.88324 -3.03230 -0.190 -0.178 -0.101
C 0.24308 4.47359 0.63026 0.017 0.006 -1.217
H 2.18725 4.35893 2.37785 -0.066 0.266 0.441
O -6.49829 -6.62372 1.49985 0.146 -0.102 -0.110
C -1.83943 3.38107 -0.12299 -0.264 0.582 -0.707
H 3.25108 2.54755 7.11905 0.039 0.071 -0.052
H -2.45681 1.17297 -2.07932 0.649 -0.177 -0.037
C 1.82730 -1.47204 -6.02469 -1.177 2.155 -1.422
H -1.74880 -2.01421 -1.68533 0.133 0.362 -0.455
H 6.28692 -1.43997 1.58471 0.043 0.025 0.062
C -2.94546 3.09797 -1.14155 0.072 -0.921 0.434
H -7.90554 -2.55379 2.50690 -0.051 0.012 -0.031
O 5.39924 -0.90204 5.27780 -0.122 0.130 0.259
C -5.60858 -6.50290 2.51891 0.011 -0.043 0.004
H -4.45176 -1.04827 0.05193 -0.427 -0.361 -0.057
C 1.75912 -3.78456 -3.09285 -0.324 -0.088 -0.020
N 0.85987 -1.51174 1.19337 -0.272 0.825 0.124
H -8.75210 -4.36882 1.15604 -0.131 0.051 -0.095
H -6.59039 -8.00980 -0.05321 -0.159 0.056 0.119
N 1.99179 -0.73628 1.54464 0.219 -0.256 0.354
H 0.87491 -2.35215 1.75027 0.065 -0.203 0.006
C -4.81161 -8.15451 1.20530 0.016 -0.093 -0.115
H 1.96239 -4.82154 -3.30027 0.277 -0.568 0.151
C 4.30948 2.63666 -0.76632 -0.807 2.379 0.595
N 4.36820 2.63031 0.57902 -0.566 3.724 0.007
H 3.31385 -1.29324 -7.45726 0.339 0.136 -0.501
C -2.38006 -1.52273 0.31805 -0.708 0.531 -1.553
H -0.40548 7.98550 -3.03737 -0.031 -0.016 -0.051
H 4.40558 3.74684 2.31073 0.571 0.126 0.201
H -5.44081 -6.67840 -0.27215 0.044 0.022 0.038
H -0.16446 -2.81181 -3.03160 -0.244 0.583 0.283
C 3.97781 3.80990 1.32522 -0.558 -1.044 1.149
H 4.29122 4.70858 0.83540 0.388 0.419 -0.398
C 5.71301 -1.52516 4.31895 -0.007 0.053 -0.210
H 3.89613 -4.18099 -4.55060 0.127 -0.480 0.438
H 6.38276 -4.02110 3.23668 -0.054 0.024 0.042
H 2.16087 2.28452 4.97575 0.053 0.233 -0.099
H 2.44806 -3.50273 -2.31161 0.076 0.296 0.476
H 7.73939 -3.12088 2.53793 0.104 0.127 0.150
H -1.89317 9.60971 -4.04511 -0.080 -0.112 -0.150
C 3.68057 -2.80139 -6.03158 3.181 -0.141 -2.327
H -0.17101 3.89656 -1.43214 0.138 -0.233 -0.353
C -2.97217 6.86969 -2.96937 0.019 -0.017 0.079
C -1.68848 -2.43705 -0.69859 0.104 -0.180 0.534
H 1.22241 -0.68940 -6.42228 -0.298 0.487 -0.374
C 0.80525 -1.86248 -0.20357 -0.028 -0.469 0.689
O -1.97692 7.06902 -2.06719 0.007 0.379 -0.189
H -3.86583 3.45918 -0.71171 -0.495 0.326 0.045
O -3.11803 7.94945 -3.77608 0.126 0.036 0.088
H -7.32055 -4.37572 0.11249 0.038 0.034 -0.006
H -0.18726 -4.52237 -3.17498 -0.476 -0.330 -0.295
C 1.68384 4.19387 0.30011 0.295 -0.165 0.266
H -2.82325 3.62700 -2.06817 0.265 0.382 -0.388
H 1.75194 -2.32182 -0.44457 0.503 0.050 -0.816
O 0.08642 -3.95880 -1.28881 0.443 -0.268 0.304
C 3.27016 -3.40665 -4.94357 1.333 -2.354 1.621
C -0.27797 -2.92027 -0.40272 -0.542 0.549 -0.362
C 5.22653 2.94733 5.16930 0.000 -0.094 0.060
H -1.73796 -0.78582 0.75499 0.676 0.114 0.393
H 4.00895 3.47599 -1.33519 -0.235 0.671 -0.201
H -2.95006 9.64851 -2.62256 -0.010 -0.037 0.041
O -4.53105 -7.29335 2.31492 -0.096 -0.042 -0.128
H -0.94691 8.80661 -1.56241 -0.073 -0.133 0.132
C -3.20863 1.61703 -1.44519 -0.241 0.517 -0.047
C -8.00178 -3.74288 0.68251 -0.044 -0.184 0.097
C -7.89797 -1.64874 -0.14676 0.048 0.001 0.040
H -4.51199 1.04676 0.08106 -0.394 0.464 0.425
C 2.98343 -1.81470 -6.58628 0.325 1.612 -2.273
C 2.12202 -3.05568 -4.35204 -0.509 -1.544 2.423
H -2.30034 3.91879 0.69105 -0.139 0.061 0.613
O -6.99596 -1.68887 0.86791 -0.170 -0.209 -0.027
H 1.71008 3.37604 -0.39853 0.068 -0.415 -0.492
O -8.61231 -2.80161 -0.20524 0.148 0.041 0.142
O 4.06927 2.95647 4.45360 -0.080 -0.161 0.251
C 5.78918 -2.20989 2.17535 0.029 -0.113 -0.233
C 3.19826 1.96294 5.01752 -0.172 -0.113 -0.065
C 5.01907 0.69425 -0.06405 0.485 -2.214 -0.587
H 2.66609 -0.67209 0.78923 0.075 -0.065 -0.043
H 5.36730 -0.30577 -0.08569 0.239 -0.650 0.079
O -5.76275 -5.79557 3.45696 -0.038 0.188 0.122